Entry 1:
ORCA calculation (wB97M-V/def2-TZVPD) on C19H29CaN5O3Te as an isolated structure.

```
! wB97M-V def2-TZVPD RIJCOSX def2/J DEFGRID3
* xyz 0 1
Ca -0.8668 -0.3360 0.1146
N 1.2969 -3.1507 1.7655
C -0.0700 -3.0315 1.8216
O -0.5653 -1.8675 1.7040
C -0.8451 -4.1904 1.9673
C -2.2578 -4.0973 1.9903
N -3.4086 -4.0172 2.0045
C -0.2101 -5.4477 2.1122
N 0.3883 -6.4272 2.2353
H 1.8041 -2.3202 2.0216
H 1.7014 -4.0254 2.0639
N -1.0896 2.8587 3.0626
C -1.2738 2.2290 1.8786
N -2.4471 2.3953 1.2482
O -0.3635 1.5214 1.3982
H -1.8479 3.3040 3.5459
H -0.2723 2.6087 3.5896
H -3.1714 2.9836 1.6168
H -2.5459 1.9809 0.3205
C 1.2950 -3.0467 -2.5738
Te 0.6033 -1.0297 -2.6382
C -1.2073 -1.4598 -3.6771
H 1.4602 -3.3875 -3.5914
H 0.5671 -3.6743 -2.0679
H 2.2322 -3.0546 -2.0235
H -1.5920 -2.4171 -3.3377
H -1.0060 -1.4824 -4.7438
H -1.9150 -0.6694 -3.4366
C -1.8926 3.7056 -1.9690
C -2.4775 2.8604 -3.1034
C -1.3673 2.1052 -3.8375
C -3.6144 1.9465 -2.6781
C -4.8603 2.1313 -3.2651
C -5.9346 1.3082 -2.9687
C -5.7468 0.2710 -2.0707
C -4.5211 0.0429 -1.4549
C -4.4132 -1.1339 -0.4996
C -4.1575 -0.7488 0.9620
C -3.4799 -2.2454 -0.9924
C -3.4359 0.8971 -1.7478
O -2.2492 0.7199 -1.1651
H -1.2406 4.4814 -2.3760
H -1.3034 3.0922 -1.2882
H -2.6863 4.1967 -1.4021
H -2.9154 3.5610 -3.8214
H -0.8906 1.4012 -3.1550
H -0.6060 2.7975 -4.2028
H -1.7698 1.5521 -4.6878
H -4.9858 2.9381 -3.9793
H -6.8975 1.4646 -3.4365
H -6.5767 -0.3881 -1.8390
H -5.4073 -1.5904 -0.4958
H -3.1316 -0.4353 1.1723
H -4.3502 -1.6012 1.6121
H -4.8089 0.0773 1.2512
H -2.4235 -1.9540 -1.0356
H -3.7591 -2.5361 -2.0063
H -3.5536 -3.1166 -0.3421
*
```

## Properties
Relative energy (zero: lowest compared OMol25 entry of this formula, charge and spin), kcal per mole: 17.6
E_HOMO, eV: -7.75
Maximum force, Eh/bohr: 0.0071

***

Entry 2:
ORCA calculation (wB97M-V/def2-TZVPD) on C19H29Cl48INO2PSb as an isolated structure in a non-equilibrium geometry.

```
! wB97M-V def2-TZVPD RIJCOSX def2/J DEFGRID3
* xyz -1 1
N 5.9619 -0.6131 -3.3439
C 4.8776 -1.4813 -3.8018
C 3.6935 -1.5763 -2.8432
O 4.1624 -1.8008 -1.5038
C 2.6897 -2.6420 -3.2588
Sb 0.5882 -1.9545 -3.0396
P -1.8813 -1.2465 -2.6457
O -2.3062 -0.3106 -3.9672
I -1.6043 0.3883 -0.8244
H 5.5924 0.3049 -3.1359
H 6.3626 -0.9910 -2.4978
H 4.5211 -1.0578 -4.7407
H 5.2930 -2.4701 -3.9984
H 3.2078 -0.5972 -2.8202
H 4.4682 -2.7138 -1.4774
H 2.8702 -3.0157 -4.2668
H 2.7953 -3.4761 -2.5635
H 1.0710 -0.2557 -3.2980
H 0.8457 -1.7890 -1.3034
H 0.0950 -3.6092 -2.9035
H 0.2772 -2.0594 -4.8048
H -2.1902 -0.8415 -4.7648
C 0.6532 -7.0022 -2.3352
Cl 1.8879 -7.9806 -1.5304
Cl 0.0993 -5.6834 -1.3036
Cl 1.2687 -6.3617 -3.8597
H -0.1848 -7.6436 -2.5581
C -2.2370 4.0221 1.8941
Cl -1.1757 2.6303 1.9421
Cl -2.3084 4.8425 3.4610
Cl -1.7376 5.1672 0.6427
H -3.2314 3.6743 1.6515
C -1.8631 4.5714 -3.4122
Cl -1.6214 2.8445 -3.5213
Cl -0.5850 5.4442 -4.2837
Cl -3.4521 5.0568 -4.0218
H -1.8060 4.8630 -2.3715
C 0.2185 -8.3866 2.7839
Cl -1.0855 -9.5847 2.6983
Cl 1.7923 -9.1785 2.6684
Cl 0.0317 -7.1694 1.5360
H 0.1581 -7.9042 3.7495
C -3.0376 8.6632 -2.0408
Cl -1.8909 7.6616 -1.1503
Cl -3.5690 10.0259 -1.0529
Cl -2.3460 9.2185 -3.5621
H -3.9020 8.0546 -2.2669
C -1.2027 8.8711 4.5984
Cl -0.0663 10.2248 4.6013
Cl -2.8320 9.4279 4.9836
Cl -1.1743 8.0251 3.0586
H -0.8955 8.1779 5.3689
C 0.8548 -1.9585 2.5389
Cl 1.2573 -0.4352 1.7528
Cl 0.2980 -3.1658 1.3874
Cl 2.2295 -2.5721 3.4712
H 0.0542 -1.7676 3.2377
C 0.5629 -7.7673 -7.4433
Cl 1.5751 -6.3294 -7.4321
Cl -1.0932 -7.3783 -6.9849
Cl 0.6078 -8.5621 -9.0221
H 0.9577 -8.4580 -6.7112
C -3.4661 -2.3817 4.5885
Cl -4.3858 -1.0636 3.8670
Cl -2.2414 -2.9833 3.4794
Cl -2.7126 -1.8605 6.1000
H -4.1494 -3.1884 4.8083
C 2.2465 4.2337 -6.5167
Cl 2.9198 5.6764 -7.2937
Cl 1.5434 3.1542 -7.7158
Cl 3.4751 3.4093 -5.5646
H 1.4571 4.5496 -5.8486
C -0.1466 7.9993 -8.3138
Cl -1.4679 7.8246 -9.4702
Cl 0.0324 9.6859 -7.8190
Cl -0.3918 6.9587 -6.9178
H 0.7689 7.6967 -8.8040
C 3.6663 10.5428 3.4381
Cl 4.7888 9.5109 4.3226
Cl 3.2732 11.9874 4.3734
Cl 4.3196 10.9760 1.8602
H 2.7508 9.9878 3.2831
C -3.5860 0.3261 9.7701
Cl -2.3899 -0.9007 9.3501
Cl -4.6513 0.6528 8.4074
Cl -4.5092 -0.1610 11.1920
H -3.0556 1.2367 10.0100
C -2.9541 -4.9354 8.3564
Cl -1.7251 -6.1353 7.9625
Cl -4.1048 -4.7577 7.0356
Cl -3.7805 -5.3459 9.8581
H -2.4621 -3.9812 8.4929
C -3.3642 -9.3237 -1.0733
Cl -2.2699 -7.9476 -1.0342
Cl -5.0100 -8.8353 -0.6689
Cl -3.3157 -10.1248 -2.6476
H -3.0334 -10.0338 -0.3278
C 3.1257 -0.8837 7.1284
Cl 3.4036 0.3847 8.3255
Cl 3.6545 -2.4503 7.7441
Cl 1.4367 -0.9370 6.6453
H 3.7154 -0.6526 6.2519
*
```

## Properties
E_HOMO, eV: -3.89
Maximum force, Eh/bohr: 0.0230

***

Entry 3:
ORCA calculation (wB97M-V/def2-TZVPD) on C19H29F4IN6Sn as an isolated structure in a non-equilibrium geometry.

```
! wB97M-V def2-TZVPD RIJCOSX def2/J DEFGRID3
* xyz 0 1
Sn 12.1969 -12.7916 0.9663
C 14.2449 -14.1441 3.2421
N 13.7616 -12.8214 2.8058
C 13.2671 -12.0968 3.9681
C 14.7651 -12.0247 2.1357
C 15.3039 -12.7573 0.9355
N 14.1963 -13.3191 0.1734
C 14.2744 -13.8869 -1.0174
C 13.2493 -13.6511 -1.9922
F 12.2118 -12.8042 -1.8720
C 13.2652 -14.2150 -3.3258
F 12.2976 -13.8625 -4.1478
C 14.3518 -14.9963 -3.7673
C 15.3297 -15.1960 -2.8355
F 16.4439 -15.9041 -3.1447
C 15.3225 -14.6507 -1.5514
F 16.4016 -14.9856 -0.7827
H 15.3135 -14.0928 3.4973
H 14.1338 -14.7854 2.4058
H 13.5125 -14.4687 3.9715
H 14.0974 -11.8618 4.7000
H 12.4234 -12.6427 4.4901
H 12.7627 -11.1836 3.5907
H 15.5830 -11.8419 2.8227
H 14.3151 -11.0650 1.9302
H 16.0166 -13.5524 1.1468
H 15.9900 -12.0666 0.3825
H 14.2720 -15.3380 -4.7424
N 15.5355 -8.4965 0.4632
C 14.2439 -8.5084 0.9312
C 13.8024 -7.5705 1.9255
C 12.4915 -7.5103 2.3640
N 11.5282 -8.2967 1.8811
C 11.9251 -9.1504 0.9381
C 13.2313 -9.3049 0.3815
H 16.1720 -7.7801 0.6293
H 15.6207 -9.0056 -0.3927
H 14.4994 -6.9271 2.4297
H 12.2210 -6.8697 3.1991
H 11.0998 -9.6635 0.5298
H 13.3277 -10.0211 -0.3948
I 11.4182 -15.4592 1.0591
C 8.1246 -12.1461 2.0545
C 8.7151 -11.4902 3.2889
C 7.6657 -11.4208 4.4610
C 9.1137 -10.0478 2.8950
N 9.9681 -12.1420 3.7151
N 9.9690 -13.4250 4.3183
H 7.1330 -11.7849 1.9074
H 8.0729 -13.2627 2.2897
H 8.7059 -11.9416 1.1391
H 6.6993 -11.0205 4.1486
H 8.0185 -10.7406 5.2605
H 7.5461 -12.4877 4.8462
H 8.2925 -9.4224 2.7760
H 9.5755 -9.9675 1.8906
H 9.8446 -9.6511 3.6033
H 10.4569 -11.4967 4.2968
H 10.0285 -14.1776 3.5937
H 9.1336 -13.5828 4.8662
*
```

## Properties
Relative energy (zero: lowest compared OMol25 entry of this formula, charge and spin), kcal per mole: 21.1
E_HOMO, eV: -7.68
Maximum force, Eh/bohr: 0.0771